Entry w
Formula: C14H56N28O14
Source: the OMol25 dataset
Level of theory: the ωB97M-V functional and the def2-TZVPD basis

```
112
Properties=species:S:1:pos:R:3:mulliken_charge:R:1
C 13.621 7.820 -8.110 0.516
O 12.803 8.103 -8.997 -0.732
N 13.276 7.256 -6.931 0.168
N 14.949 7.943 -8.236 -0.350
H 14.041 7.002 -6.328 -0.042
H 12.311 7.126 -6.680 -0.064
H 15.367 7.983 -7.320 0.292
H 15.270 8.263 -9.133 0.229
C 12.482 6.896 1.693 0.525
O 13.355 7.291 2.455 -0.741
N 11.769 7.722 0.880 0.239
N 12.197 5.575 1.522 -0.375
H 12.005 8.685 0.759 0.111
H 10.942 7.304 0.483 -0.408
H 12.793 4.841 1.853 0.266
H 11.605 5.358 0.737 0.134
C 16.582 8.279 -4.435 0.484
O 15.665 8.188 -3.618 -0.749
N 17.783 7.657 -4.294 -0.298
N 16.472 8.896 -5.635 -0.485
H 18.360 7.407 -5.072 0.154
H 18.024 7.368 -3.348 -0.035
H 15.616 9.431 -5.698 0.238
H 17.096 8.943 -6.416 0.166
C 18.300 6.644 -1.287 0.541
O 19.079 7.558 -1.579 -0.706
N 18.583 5.342 -1.083 -0.269
N 16.985 6.852 -1.101 -0.159
H 19.488 4.918 -1.046 0.175
H 17.720 4.798 -1.082 0.190
H 16.519 7.676 -1.437 0.075
H 16.481 5.969 -1.048 0.218
C 12.554 10.919 0.616 0.477
O 12.524 10.638 -0.574 -0.661
N 11.403 11.056 1.337 -0.341
N 13.620 11.354 1.344 -0.481
H 10.530 10.762 0.939 0.146
H 11.438 11.458 2.254 0.153
H 13.458 11.609 2.297 0.128
H 14.467 11.538 0.836 0.230
C 14.795 4.129 -0.954 0.783
O 15.951 4.167 -0.486 -0.910
N 13.921 3.182 -0.590 -0.311
N 14.310 5.061 -1.779 0.519
H 14.295 2.392 -0.096 0.237
H 12.954 3.214 -0.871 0.115
H 14.759 5.892 -2.118 -0.060
H 13.403 4.923 -2.201 -0.300
C 10.268 4.024 -2.978 0.434
O 11.493 3.939 -2.835 -0.588
N 9.521 3.031 -3.500 -0.444
N 9.512 5.120 -2.708 -0.081
H 10.090 2.296 -3.887 0.259
H 8.526 3.089 -3.598 0.176
H 9.908 5.960 -2.311 -0.164
H 8.512 5.026 -2.750 0.181
C 7.390 7.184 -3.935 0.596
O 6.850 6.072 -3.897 -0.773
N 6.846 8.364 -3.588 -0.259
N 8.637 7.383 -4.449 0.132
H 5.864 8.301 -3.365 0.199
H 7.288 9.256 -3.735 0.267
H 9.150 6.564 -4.749 -0.011
H 9.025 8.306 -4.540 0.157
C 15.418 12.378 -4.273 0.617
O 16.621 12.362 -4.012 -0.656
N 14.802 12.881 -5.341 -0.380
N 14.561 11.705 -3.426 -0.187
H 13.803 12.993 -5.321 0.170
H 15.256 13.422 -6.055 0.212
H 13.654 11.439 -3.769 0.150
H 14.930 11.310 -2.583 0.088
C 12.198 8.000 -2.738 0.010
O 11.072 8.039 -2.200 0.873
N 12.580 6.965 -3.509 1.157
N 13.195 8.862 -2.524 0.420
H 11.894 6.252 -3.705 -0.887
H 13.559 6.763 -3.624 -0.318
H 14.153 8.680 -2.804 0.266
H 13.025 9.645 -1.897 0.193
C 8.518 7.988 0.671 0.527
O 8.922 6.844 0.791 -0.664
N 8.662 8.695 -0.509 0.026
N 7.980 8.787 1.615 -0.391
H 8.644 9.697 -0.504 0.201
H 9.189 8.255 -1.252 -0.402
H 7.670 9.701 1.352 0.175
H 7.617 8.268 2.399 0.266
C 9.235 11.185 -3.287 0.563
O 8.695 10.408 -4.083 -0.845
N 10.372 10.892 -2.629 0.023
N 8.679 12.408 -3.072 -0.404
H 10.677 9.934 -2.751 -0.286
H 10.744 11.484 -1.908 0.141
H 7.947 12.717 -3.683 0.257
H 9.069 12.976 -2.342 0.141
C 14.649 3.882 -5.459 0.557
O 15.241 4.900 -5.092 -0.516
N 15.240 2.886 -6.151 -0.446
N 13.377 3.618 -5.048 -0.055
H 14.741 2.062 -6.426 0.135
H 16.242 2.877 -6.062 0.271
H 13.062 4.368 -4.455 -0.106
H 12.890 2.777 -5.285 0.177
C 10.555 5.151 -6.550 0.291
O 10.637 5.837 -5.536 -0.371
N 11.660 4.727 -7.194 -0.306
N 9.441 4.974 -7.304 -0.408
H 12.590 4.793 -6.824 -0.018
H 11.593 4.107 -7.982 0.210
H 9.373 4.686 -8.262 0.168
H 8.595 5.421 -6.984 0.249
```

- frontier orbital gap (eV) = 8.7839
- LUMO energy (hartree) = -0.002
- highest occupied orbital energy (eV) = -8.8


Entry x
Formula: C14H56N28O14
Source: the OMol25 dataset
Level of theory: the ωB97M-V functional and the def2-TZVPD basis

```
112
Properties=species:S:1:pos:R:3:mulliken_charge:R:1
C -4.487 3.407 -0.293 0.780
O -4.778 4.159 -1.176 -0.628
N -5.162 3.344 0.867 -0.395
N -3.479 2.526 -0.287 0.299
H -4.768 2.932 1.694 0.124
H -6.101 3.702 0.908 0.205
H -3.463 1.928 0.519 -0.302
H -2.782 2.503 -1.010 -0.184
C -2.861 0.028 3.164 0.563
O -3.387 -0.951 2.681 -0.683
N -3.538 1.060 3.682 -0.459
N -1.547 0.145 3.394 0.247
H -2.962 1.855 3.897 0.155
H -4.523 1.075 3.474 0.290
H -1.225 1.017 3.774 0.211
H -0.941 -0.657 3.220 -0.361
C 2.237 -3.590 -0.249 0.457
O 1.177 -4.198 -0.008 -0.873
N 3.429 -4.142 -0.248 -0.373
N 2.180 -2.299 -0.567 0.124
H 3.464 -5.085 0.106 0.289
H 4.254 -3.599 -0.047 0.241
H 1.258 -1.937 -0.721 -0.193
H 3.040 -1.777 -0.485 0.102
C -3.118 2.769 -5.053 0.550
O -3.694 3.813 -4.781 -0.674
N -2.895 1.777 -4.195 -0.239
N -2.597 2.491 -6.252 -0.373
H -2.389 1.869 -3.331 -0.001
H -2.780 0.886 -4.679 0.398
H -2.371 1.510 -6.294 0.194
H -2.999 3.037 -7.000 0.245
C -5.238 -2.135 -0.033 0.442
O -6.163 -2.302 -0.816 -0.704
N -4.694 -0.946 0.291 -0.033
N -4.544 -3.141 0.525 -0.289
H -5.260 -0.183 -0.046 0.103
H -3.864 -0.837 0.852 -0.042
H -3.836 -2.978 1.221 0.262
H -4.835 -4.040 0.179 0.210
C 2.476 1.684 3.364 0.546
O 2.602 1.800 2.122 -0.611
N 3.482 1.633 4.232 -0.418
N 1.298 1.281 3.800 -0.180
H 3.225 1.456 5.189 0.166
H 4.438 1.649 3.929 0.192
H 0.717 1.133 2.985 -0.134
H 1.015 0.993 4.720 0.217
C 5.592 -0.981 1.157 -0.207
O 5.374 -1.797 0.264 -0.769
N 6.322 -1.279 2.207 -0.284
N 5.041 0.194 1.161 0.045
H 6.292 -0.687 3.018 0.162
H 6.872 -2.115 2.094 0.240
H 4.234 0.324 0.577 -0.298
H 5.231 0.989 1.746 0.231
C -0.658 -0.005 -0.285 -0.265
O -0.885 0.884 -1.098 -0.103
N 0.381 -0.140 0.543 3.047
N -1.553 -0.991 -0.052 0.233
H 1.159 0.497 0.515 -1.003
H 0.249 -0.746 1.347 -0.947
H -2.414 -0.976 -0.573 0.320
H -1.381 -1.586 0.740 -0.358
C 0.778 2.978 -3.613 0.640
O 0.757 3.971 -2.875 -0.866
N 0.749 1.724 -3.202 0.333
N 0.903 3.067 -4.931 -0.419
H 1.198 1.042 -3.794 0.259
H 0.638 1.342 -2.275 -0.535
H 1.208 3.914 -5.379 0.235
H 0.829 2.234 -5.488 0.139
C -2.170 -1.610 -4.964 0.582
O -2.643 -0.593 -5.433 -0.780
N -1.440 -1.642 -3.857 -0.222
N -2.227 -2.754 -5.632 -0.435
H -1.396 -0.825 -3.266 -0.061
H -0.949 -2.441 -3.494 0.205
H -1.935 -3.559 -5.104 0.169
H -2.836 -2.800 -6.431 0.275
C 3.844 1.055 -1.837 0.633
O 3.492 -0.066 -2.156 -0.607
N 4.891 1.727 -2.399 -0.499
N 3.404 1.651 -0.740 0.256
H 5.253 2.599 -2.054 0.116
H 5.552 1.247 -2.986 0.247
H 3.580 2.643 -0.761 0.193
H 3.030 1.235 0.093 -0.233
C -0.344 3.463 0.594 0.560
O -0.842 2.892 1.546 -0.562
N 0.941 3.460 0.154 -0.048
N -0.999 4.249 -0.282 -0.426
H 1.121 3.744 -0.796 0.255
H 1.578 2.930 0.731 -0.032
H -0.521 4.360 -1.162 0.205
H -1.999 4.249 -0.171 0.180
C 3.374 -3.043 3.919 0.553
O 4.488 -3.402 4.337 -0.770
N 2.266 -3.477 4.477 -0.268
N 3.207 -2.098 3.036 0.129
H 2.299 -4.100 5.265 0.232
H 1.375 -3.035 4.314 0.081
H 4.053 -1.875 2.534 0.344
H 2.254 -1.950 2.740 -0.116
C -0.891 -3.158 2.587 0.032
O -0.075 -2.208 2.524 0.099
N -1.859 -3.336 3.489 -0.242
N -0.887 -4.147 1.690 -0.209
H -2.356 -4.201 3.598 0.180
H -1.947 -2.615 4.187 0.213
H -0.262 -4.064 0.880 0.290
H -1.352 -5.030 1.808 0.187
```

- frontier orbital gap (eV) = 7.8191
- LUMO energy (hartree) = -0.013
- highest occupied orbital energy (eV) = -8.2


Least stable of them? entry x.